1.
This record from the Open Molecules 2025 dataset describes a 6-piece molecular cluster, C12H24Br12 overall. The level of theory is the ωB97M-V functional and the def2-TZVPD basis.

Its relative energy (zero: lowest compared OMol25 entry of this formula, charge and spin) is 200.8 kJ/mol. The strongest force on any atom comes out at 4.01 eV Å⁻¹. Its structure (SMILES) is BrCCBr.BrCCBr.BrCCBr.BrCCBr.BrCCBr.BrCCBr. The value obtained for the HOMO-LUMO gap is 10.04 eV.

Structure (XYZ):
```
48
C12H24Br12, DFT the ωB97M-V functional and the def2-TZVPD basis
Br 0.817 -1.218 -2.086
C 0.563 -0.697 -0.149
C -0.501 0.246 0.042
Br -1.125 0.157 1.971
H 1.470 -0.210 0.210
H 0.333 -1.659 0.309
H -1.453 0.204 -0.488
H -0.287 1.308 -0.078
Br 1.930 6.354 1.460
C 2.531 4.596 2.098
C 2.034 3.450 1.239
Br 2.218 1.688 1.990
H 2.102 4.623 3.100
H 3.608 4.501 2.231
H 2.457 3.497 0.235
H 0.944 3.445 1.240
Br 0.157 -4.078 1.751
C -0.107 -4.378 3.730
C 0.901 -3.482 4.410
Br 0.748 -3.655 6.366
H 0.233 -5.408 3.834
H -1.158 -4.255 3.991
H 0.473 -2.526 4.109
H 1.888 -3.748 4.031
Br -4.866 -2.734 1.746
C -3.600 -3.462 3.092
C -3.322 -2.430 4.093
Br -4.835 -1.805 5.155
H -2.702 -3.825 2.592
H -3.906 -4.423 3.506
H -2.758 -1.634 3.606
H -2.642 -2.848 4.836
Br 1.346 2.679 -2.034
C 1.785 3.114 -3.891
C 3.313 3.559 -3.893
Br 3.659 5.071 -2.641
H 1.290 4.015 -4.255
H 1.453 2.306 -4.543
H 3.745 3.840 -4.853
H 3.912 2.691 -3.614
Br 0.114 1.040 -6.379
C -1.436 -0.227 -6.333
C -1.743 -0.512 -4.801
Br -3.344 -1.643 -4.635
H -1.097 -1.102 -6.886
H -2.324 0.185 -6.814
H -1.957 0.384 -4.218
H -0.861 -0.993 -4.380
```

Here are the natural (NBO) charges for atoms 1 to 4, given in e: number 1, Br, carries -0.06; number 2, C, carries -0.44; number 3, C, carries -0.40; number 4, Br, carries -0.07

---

2.
This record from the Open Molecules 2025 dataset describes C27H49Be2BrCaClF4GaN2O9 as an isolated structure. The level of theory is the ωB97M-V functional and the def2-TZVPD basis.

Its relative energy (zero: lowest compared OMol25 entry of this formula, charge and spin) is 253.8 kJ/mol. The strongest force on any atom comes out at 3.19 eV Å⁻¹. The value obtained for the HOMO-LUMO gap is 1.27 eV.

Structure (XYZ):
```
97
C27H49Be2BrCaClF4GaN2O9, DFT the ωB97M-V functional and the def2-TZVPD basis
C 0.208 3.815 6.380
O 0.058 5.154 5.959
C -1.179 5.384 5.314
C -1.345 4.571 3.985
C -1.680 5.476 2.770
C -2.889 5.031 1.923
C -3.042 3.513 1.791
Ga -1.533 2.534 0.788
C -1.559 0.582 1.512
C -0.994 0.404 2.936
C -2.044 0.503 4.044
O -2.535 -0.781 4.433
C -2.679 -0.864 5.841
C 0.358 3.250 1.000
C 1.251 2.500 -0.032
C 1.902 1.244 0.528
F 1.377 0.148 -0.054
F 3.206 1.244 0.183
F 1.885 1.145 1.848
H 0.735 3.256 5.585
H 0.834 3.731 7.269
H -0.768 3.324 6.500
H -1.303 6.458 5.166
H -1.975 5.068 6.014
H -2.095 3.806 4.193
H -0.356 4.143 3.798
H -1.962 6.524 3.195
H -0.829 5.662 2.124
H -3.811 5.426 2.423
H -2.836 5.476 0.924
H -3.245 3.019 2.748
H -4.004 3.341 1.172
H -1.854 2.530 -0.812
H -2.616 0.385 1.472
H -1.038 -0.063 0.788
H -0.550 -0.596 2.973
H -0.218 1.139 3.158
H -1.563 0.939 4.929
H -2.919 1.114 3.774
H -3.274 -1.744 6.084
H -1.682 -0.983 6.292
H -3.143 0.026 6.286
H 0.745 3.198 2.018
H 0.366 4.297 0.685
H 0.713 2.274 -0.954
H 2.066 3.180 -0.296
C 3.195 -1.744 4.721
O 3.361 -2.639 5.558
N 3.906 -0.596 4.788
N 2.320 -1.845 3.708
H 3.815 0.169 4.138
H 4.578 -0.547 5.599
H 1.775 -2.712 3.629
H 2.188 -1.122 3.024
Be -3.494 0.203 0.253
F 2.033 -4.259 2.732
Be -4.290 6.515 4.057
C 3.126 -4.000 -3.554
C 1.930 -4.142 -2.797
C 1.767 -3.124 -1.686
O 0.782 -3.044 -0.989
C 2.873 -2.196 -1.456
C 4.076 -2.062 -2.208
C 4.188 -3.012 -3.385
O 5.104 -2.992 -4.175
O 4.970 -1.277 -1.990
O 1.068 -4.975 -2.970
H 3.310 -4.688 -4.377
H 2.717 -1.545 -0.604
Ca -4.997 2.406 0.066
Br -1.057 8.298 2.879
C -3.788 0.724 -5.680
C -3.566 0.138 -4.296
C -3.855 -1.353 -4.271
O -4.413 0.810 -3.346
H -4.829 0.595 -5.992
H -3.585 1.796 -5.680
H -3.143 0.248 -6.417
H -2.537 0.317 -3.983
H -4.898 -1.550 -4.538
H -3.700 -1.760 -3.271
H -3.212 -1.891 -4.968
H -5.328 0.659 -3.612
Cl 4.560 -1.017 7.256
C 3.068 -7.161 -8.759
C 2.806 -5.662 -8.808
C 2.703 -5.316 -7.331
O 3.551 -6.234 -6.633
C 3.948 -7.283 -7.525
H 3.540 -7.555 -9.657
H 2.129 -7.697 -8.603
H 3.662 -5.150 -9.254
H 1.915 -5.389 -9.372
H 1.681 -5.452 -6.961
H 3.017 -4.293 -7.117
H 5.004 -7.134 -7.774
H 3.842 -8.245 -7.025
```

Here are the Mulliken charges for atoms 1 to 4, given in e: number 1, C, carries -0.55; number 2, O, carries -0.47; number 3, C, carries -0.85; number 4, C, carries 1.20